Entry 1:
# C19H16Cl2N2

C19H16Cl2N2 in the gas phase in a non-equilibrium geometry (ωB97M-V with the def2-TZVPD basis set, OMol25).

Its gap between HOMO and LUMO is 9.4856 eV. For the electronic energy, the calculation gives -1763.5122 Ha. The SMILES is CCC(c1ccc(Cl)cc1)(c1ccc(Cl)cc1)c1cncnc1. The charge is 0. For the energy above the lowest of the compared OMol25 structures with the same formula, charge and spin, the calculation gives 0.00 kJ/mol. The value obtained for the LUMO energy is 0.0153 Ha.

```
39
Properties=species:S:1:pos:R:3:forces:R:3
C -1.1335 1.5140 3.2587 0.625 0.381 -0.244
C 1.0366 -0.5173 -3.5852 0.147 0.547 -0.716
N -3.3214 -1.6270 -0.4398 0.219 0.444 0.482
H 1.4799 -1.1306 -4.3446 0.061 -0.529 -0.027
H -2.2654 0.1518 -0.6811 -0.162 0.040 -0.351
C -3.2991 -2.8643 0.1035 2.667 1.614 -0.415
C -0.9147 0.5060 2.3080 0.578 0.347 -0.743
H 1.6096 -2.1750 0.0985 -0.088 0.593 0.161
H -0.4094 2.5448 -3.5142 0.040 0.062 0.277
C 0.5121 2.8841 2.1480 0.397 0.320 0.062
H -1.8076 1.4175 4.0998 -0.136 -0.339 -0.174
H 1.5142 2.0572 0.4281 0.130 0.208 -0.329
C 0.2454 -0.4293 0.1634 -0.037 -0.780 0.752
C -0.0783 1.2807 -1.7585 0.240 -0.737 0.189
Cl 0.6188 1.1156 -5.6943 0.179 -0.006 0.402
C -1.0698 -2.6571 0.6537 -0.022 -1.144 -0.061
C -0.4235 2.7147 3.1684 -0.047 -0.648 -0.649
H -4.2040 -3.4078 0.0902 -0.766 -0.645 -0.007
C 0.6096 0.7266 -3.9780 -1.139 1.298 -0.320
C 1.5198 -1.2267 0.6745 -0.255 -0.342 -0.445
C 2.8523 -0.4704 0.5603 -0.221 0.244 -0.613
C 0.0004 0.6969 1.2130 -0.253 0.634 0.483
C -2.2032 -0.8824 -0.3780 -0.329 -1.560 0.475
Cl -0.7278 4.0057 4.3098 0.155 -0.370 -0.274
H -0.5457 1.9559 -1.0638 -0.032 0.189 0.156
C -0.0001 1.6333 -3.0984 0.614 -0.919 -0.769
H 3.0258 -0.1183 -0.4932 -0.033 -0.573 0.854
C 0.7528 1.9191 1.1673 -1.718 -1.438 1.324
H -1.4760 -0.4354 2.4254 0.382 0.575 -0.232
H 2.8691 0.4439 1.1658 0.051 -0.394 0.122
H 3.6555 -1.1496 0.8826 -0.099 0.422 -0.206
C 0.3855 0.0347 -1.3020 0.557 -0.418 -0.873
N -2.1992 -3.4145 0.6256 -0.102 0.562 0.128
H 1.1060 3.7919 2.1578 -0.096 0.006 -0.129
C -0.9840 -1.3810 0.1305 -0.590 0.689 0.239
H 1.3498 -1.5727 1.7174 0.002 0.488 -0.506
H 1.2186 -1.8759 -2.0437 0.089 -0.392 0.530
C 0.9013 -0.8839 -2.2836 -0.396 1.071 1.779
H -0.2002 -3.1750 1.1082 -0.610 0.499 -0.333
```
Forces are in eV/Å.

***

Entry 2:
# C19H16Cl2N2OS

C19H16Cl2N2OS in the gas phase (ωB97M-V with the def2-TZVPD basis set, OMol25).

Its gap between HOMO and LUMO is 8.6577 eV. For the electronic energy, the calculation gives -2236.9825 Ha. The SMILES is O=C(c1csc2ccccc12)N1CCN(c2ccc(Cl)c(Cl)c2)CC1. The charge is 0. The value obtained for the LUMO energy is 0.0200 Ha.

```
41
Properties=species:S:1:pos:R:3:forces:R:3
H -0.0386 -3.1661 1.0494 0.078 0.062 -0.111
C 0.5941 0.2401 -0.6010 -0.141 -0.116 -0.233
H 0.1306 0.8342 0.2017 0.020 0.035 -0.059
H 2.4674 2.0463 -0.5177 -0.102 0.049 -0.003
C 5.6441 0.9426 -0.3508 -0.044 -0.024 -0.013
C -2.0486 -1.9412 0.2992 -0.108 -0.001 -0.180
H -4.3695 3.8877 1.1877 -0.032 0.087 0.016
C -4.4317 0.9086 -0.3597 0.096 -0.340 -0.112
H -1.3304 -0.1756 -1.5026 0.084 -0.057 -0.010
H -5.6573 2.6603 -0.5295 -0.089 0.100 -0.028
C 0.3235 -2.4688 0.2922 0.114 -0.130 0.459
C 4.5696 1.8022 -0.5108 0.198 -0.161 0.012
C -2.6260 0.9914 1.2440 0.003 -0.005 0.014
H -4.1113 -2.3355 -1.6684 0.040 -0.240 -0.065
S -5.1851 -0.1533 -1.5154 0.246 0.027 0.226
C -3.1197 -1.0404 -0.2260 -0.401 -0.244 -0.101
H 0.9156 0.9095 -1.3983 -0.020 0.008 0.043
H 0.8671 -0.9721 1.7380 0.037 -0.065 0.021
H 0.7823 -3.0254 -0.5322 0.011 0.017 0.051
C 1.3359 -1.4893 0.8855 -0.079 -0.275 -0.063
C -4.0360 -1.3979 -1.1530 0.028 0.272 0.076
Cl 6.7066 -1.5084 0.0849 0.021 -0.154 0.023
N -0.8118 -1.7243 -0.2063 0.321 -0.055 -0.024
H 3.9522 -1.9305 0.1399 -0.007 -0.105 -0.017
C -3.3328 0.2901 0.2662 -0.286 0.248 -0.141
C 3.2733 1.3379 -0.4166 -0.154 -0.107 0.057
C -4.8123 2.2033 -0.0389 -0.009 0.131 0.067
H -0.0095 -1.2349 -2.0505 -0.036 0.092 0.018
N 1.7237 -0.5207 -0.1196 -0.305 -0.157 -0.125
C -0.4480 -0.7288 -1.1813 0.052 0.490 -0.143
O -2.2765 -2.8010 1.1264 -0.175 -0.161 0.220
H -2.4678 2.8238 2.3193 0.047 0.032 0.066
C 5.3961 -0.4037 -0.1039 -0.048 0.195 0.015
H 2.2070 -2.0260 1.2533 -0.031 0.019 0.005
H 4.7561 2.8480 -0.6964 0.040 0.096 -0.014
C -4.0894 2.8799 0.9212 -0.147 0.051 -0.101
C 3.0068 -0.0138 -0.1670 0.516 0.203 -0.046
H -1.8030 0.5119 1.7533 0.107 -0.020 0.081
C -3.0072 2.2755 1.5615 0.139 -0.030 0.085
C 4.1010 -0.8753 -0.0200 -0.051 0.092 0.061
Cl 7.2594 1.5395 -0.4574 0.068 0.140 -0.027
```
Forces are in eV/Å.

***

Q: Which value of charge does entry 2 give?
A: 0

***

Q: Among the records above, which one has the lowest gap between HOMO and LUMO?
A: C19H16Cl2N2OS